{"formula": "C4H4N3S", "method": "ωB97M-V/def2-TZVPD", "elements": ["C", "C", "C", "C", "N", "N", "N", "S", "H", "H", "H", "H"], "xyz": [[-1.50, 1.37, 0.18], [0.00, -1.35, -0.13], [0.81, 0.76, -0.03], [0.81, -2.29, 0.11], [-1.77, 0.21, -0.29], [-0.82, -0.58, -0.64], [-0.08, 1.70, 0.06], [2.35, 0.60, -0.13], [-2.04, 2.17, 0.58], [0.55, -3.21, -0.33], [1.69, -2.06, 0.78], [0.00, 2.69, -0.14]], "mulliken_charge": [-0.0087, 0.6927, 0.4234, -0.7741, -0.2828, -0.0701, -0.1414, -0.0932, 0.4253, 0.2954, 0.2373, 0.2961], "total_charge": 1, "homo_energy_ev": [-13.88, -13.88], "homo_lumo_gap_ev": [7.74, 7.74], "lumo_ev": [-6.14, -6.14]}

***

{"formula": "C4H4N4", "method": "ωB97M-V/def2-TZVPD", "elements": ["H", "N", "C", "C", "C", "C", "N", "N", "N", "H", "H", "H"], "xyz": [[1.78, -1.13, -1.30], [1.31, -0.36, -1.77], [0.24, -0.25, -1.14], [-0.15, -1.10, -0.04], [-0.35, -0.44, 1.09], [-0.18, 1.01, 1.21], [-0.35, 1.89, 0.24], [-1.16, 1.57, -0.80], [-0.79, 0.59, -1.48], [-0.16, -2.21, -0.17], [-0.49, -1.03, 2.02], [0.29, 1.45, 2.14]], "mulliken_charge": [0.2555, -0.6607, 0.5863, -0.4542, -0.1568, -0.0124, -0.2558, -0.1841, -0.1903, 0.3843, 0.3294, 0.3588], "total_charge": 0, "homo_energy_ev": -9.81, "smiles": "[H]/N=c1\\cccnnn1", "homo_lumo_gap_ev": 9.38, "lumo_ev": -0.43}

***

{"formula": "C4H4N4", "method": "ωB97M-V/def2-TZVPD", "elements": ["C", "C", "C", "C", "N", "N", "N", "N", "H", "H", "H", "H"], "xyz": [[-2.63, -0.46, -0.82], [-1.77, 0.13, -0.19], [-0.89, 0.65, 0.73], [0.52, 0.27, 0.24], [1.22, 1.17, -0.50], [2.33, 0.50, -0.80], [2.30, -0.69, -0.14], [1.13, -0.90, 0.41], [-3.34, -1.11, -1.44], [-0.97, 1.75, 0.80], [-0.91, 0.05, 1.72], [3.02, -1.34, 0.01]], "mulliken_charge": [-0.0741, -0.5288, -0.0893, 0.4929, -0.2193, -0.4188, 0.3174, -0.5239, 0.3629, 0.2525, 0.1986, 0.2298], "total_charge": 0, "homo_energy_ev": -9.92, "smiles": "C#CCc1nn[nH]n1", "homo_lumo_gap_ev": 10.84, "lumo_ev": 0.91}

***

{"formula": "C4H4N4", "method": "ωB97M-V/def2-TZVPD", "elements": ["C", "C", "C", "C", "N", "N", "N", "N", "H", "H", "H", "H"], "xyz": [[1.87, -0.65, -1.63], [1.31, -0.89, -0.41], [-0.73, 0.11, 0.54], [-1.32, 1.40, 0.46], [2.34, -0.32, -2.62], [1.01, -1.99, 0.13], [-0.72, -0.98, 1.04], [-0.04, -2.05, 0.95], [0.75, 0.04, -0.12], [-2.44, 1.39, 0.73], [-1.10, 1.87, -0.51], [-0.92, 2.05, 1.43]], "mulliken_charge": [0.3914, -0.1158, 0.6653, -1.0769, -0.3936, -0.0808, 0.3236, -0.9122, 0.2715, 0.3489, 0.3160, 0.2626], "total_charge": 0, "homo_energy_ev": -8.87, "homo_lumo_gap_ev": 7.97, "lumo_ev": -0.90}

***

{"formula": "C4H4N4", "method": "ωB97M-V/def2-TZVPD", "elements": ["H", "N", "C", "C", "N", "C", "C", "N", "N", "H", "H", "H"], "xyz": [[-2.92, 0.61, 0.24], [-2.49, -0.29, 0.57], [-1.19, -0.22, 0.08], [-0.23, -1.17, -0.38], [1.04, -1.35, -0.30], [1.94, -0.41, 0.35], [1.36, 0.87, 0.42], [0.36, 1.52, -0.40], [-0.75, 1.02, -0.43], [-0.62, -2.19, -0.57], [2.96, -0.87, 0.79], [2.16, 1.72, 0.63]], "mulliken_charge": [0.2951, -0.6210, 0.4585, 0.0371, -0.5128, -0.0749, -0.1808, -0.2208, -0.1274, 0.3655, 0.3102, 0.2712], "total_charge": 0, "homo_energy_ev": -9.57, "smiles": "[H]/N=c1/cnccnn1", "homo_lumo_gap_ev": 8.28, "lumo_ev": -1.29}

***

{"formula": "C4H4N4", "method": "ωB97M-V/def2-TZVPD", "elements": ["C", "N", "C", "C", "C", "N", "N", "N", "H", "H", "H", "H"], "xyz": [[2.66, -0.54, 0.01], [1.32, -0.19, -0.20], [0.13, -0.95, 0.04], [-0.82, 0.04, 0.23], [-2.29, -0.01, -0.02], [-3.37, -0.46, -0.10], [-0.13, 1.37, 0.03], [1.10, 1.14, 0.01], [3.24, 0.03, -0.85], [3.21, -0.63, 1.03], [2.73, -1.71, -0.23], [0.28, -1.94, 0.26]], "mulliken_charge": [-0.6791, 0.4603, -0.1402, 0.0392, 0.2027, -0.3881, -0.3116, -0.3710, 0.2666, 0.2883, 0.2601, 0.3727], "total_charge": 0, "homo_energy_ev": -10.30, "smiles": "Cn1cc(C#N)nn1", "homo_lumo_gap_ev": 10.46, "lumo_ev": 0.16}

***

{"formula": "C4H4N4", "method": "ωB97M-V/def2-TZVPD", "elements": ["C", "C", "C", "C", "N", "N", "N", "N", "H", "H", "H", "H"], "xyz": [[-1.87, -0.22, 0.36], [-0.49, 1.20, -0.60], [0.41, -1.23, 0.47], [1.78, 0.56, -0.52], [-1.64, 0.99, -0.16], [0.62, 1.25, -1.07], [1.40, -0.74, -0.06], [-0.87, -1.02, 0.88], [-2.87, -0.61, 0.34], [2.48, 0.42, -1.36], [2.28, 1.16, 0.25], [-1.23, -1.76, 1.47]], "mulliken_charge": [-0.1653, 0.6504, 0.2612, -0.2092, -0.5330, -0.4067, -0.4630, -0.2694, 0.3677, 0.2343, 0.2799, 0.2531], "total_charge": 0, "homo_energy_ev": [-6.46, -7.47], "homo_lumo_gap_ev": [6.49, 7.77], "lumo_ev": [0.03, 0.30]}

***

{"formula": "C4H4N4", "method": "ωB97M-V/def2-TZVPD", "elements": ["H", "N", "C", "C", "N", "C", "N", "C", "N", "H", "H", "H"], "xyz": [[-1.06, 2.08, 1.66], [-0.13, 1.93, 1.36], [-0.22, 1.12, 0.35], [1.03, 0.82, -0.44], [1.58, -0.33, -0.58], [0.88, -1.55, -0.27], [-0.38, -1.81, -0.02], [-1.32, -0.76, -0.37], [-1.36, 0.50, -0.16], [1.59, 1.67, -0.81], [1.61, -2.44, -0.14], [-2.34, -1.16, -0.59]], "mulliken_charge": [0.2827, -0.6285, 0.4498, 0.0429, -0.4825, 0.1292, -0.4355, 0.0763, -0.4727, 0.3793, 0.3111, 0.3479], "total_charge": 0, "homo_energy_ev": -9.92, "smiles": "[H]/N=c1/cncncn1", "homo_lumo_gap_ev": 9.23, "lumo_ev": -0.69}

***

{"formula": "C4H4N4O4", "method": "ωB97M-V/def2-TZVPD", "elements": ["C", "C", "N", "N", "C", "N", "O", "O", "C", "N", "O", "O", "H", "H", "H", "H"], "xyz": [[2.37, -0.21, 0.01], [0.97, 0.12, 0.07], [0.69, 1.45, 0.09], [-0.59, 1.81, 0.10], [-1.34, 0.82, -0.05], [-2.76, 0.60, 0.00], [-3.33, 0.90, -1.01], [-3.16, 0.29, 1.09], [-0.16, -0.64, -0.12], [-0.60, -1.93, -0.04], [0.21, -2.83, 0.11], [-1.79, -2.04, -0.16], [2.70, 0.34, -0.80], [2.85, 0.37, 0.71], [2.51, -1.26, -0.01], [1.43, 2.22, 0.01]], "mulliken_charge": [-1.8038, 0.4663, 0.3059, -0.8097, 0.1948, 1.0181, -0.5613, -0.4875, 0.3312, 0.9351, -0.6195, -0.5862, 0.4701, 0.4912, 0.3585, 0.2968], "total_charge": 0, "homo_energy_ev": -10.14, "smiles": "Cc1[nH]nc([N+](=O)[O-])c1[N+](=O)[O-]", "homo_lumo_gap_ev": 9.50, "lumo_ev": -0.64}

***

{"formula": "C4H4NO", "method": "ωB97M-V/def2-TZVPD", "elements": ["C", "C", "O", "C", "N", "C", "H", "H", "H", "H"], "xyz": [[1.95, -1.19, 0.14], [2.40, 0.02, -0.04], [1.83, 1.15, -0.16], [0.40, 0.97, 0.24], [-0.12, -0.28, -0.13], [0.66, -1.45, -0.09], [-0.04, 1.75, -0.20], [0.56, 1.27, 1.37], [-0.94, -0.45, -0.67], [0.19, -2.63, -0.34]], "mulliken_charge": [-0.2509, 0.4679, -0.2325, -0.3644, -0.0854, 0.1782, 0.3435, 0.2802, 0.3123, 0.3509], "total_charge": 1, "homo_energy_ev": [-15.52, -15.37], "smiles": "C1#COC[NH+]=C1", "homo_lumo_gap_ev": [8.81, 8.66], "lumo_ev": [-6.71, -6.71]}

***

{"formula": "C4H4NO2S2", "method": "ωB97M-V/def2-TZVPD", "elements": ["O", "C", "O", "N", "S", "C", "C", "C", "S", "H", "H", "H", "H"], "xyz": [[3.58, 2.07, -0.34], [2.39, 1.93, -0.08], [1.54, 2.50, 0.57], [1.92, 0.69, -0.87], [0.37, 0.51, -1.22], [-0.28, -0.47, 0.16], [-1.52, -1.08, 0.64], [-2.88, -1.31, 0.24], [-3.98, -2.33, 1.01], [2.56, 0.58, -1.65], [0.65, -0.42, 0.82], [-1.23, -1.43, 1.60], [-3.12, -1.25, -0.88]], "mulliken_charge": [-0.7114, 0.6369, -0.6319, -0.3260, 0.0134, -0.3006, -0.0413, -0.2667, -0.3199, 0.2769, 0.1752, 0.2521, 0.2433], "total_charge": -1, "homo_energy_ev": [-4.76, -4.76], "smiles": "O=C([O-])NS/C=C\\C=S", "homo_lumo_gap_ev": [6.61, 6.61], "lumo_ev": [1.84, 1.84]}

***

{"formula": "C4H4NO2S2", "method": "ωB97M-V/def2-TZVPD", "elements": ["C", "C", "C", "C", "N", "O", "O", "S", "S", "H", "H", "H", "H"], "xyz": [[-0.59, -0.90, -1.82], [0.38, 1.30, -1.10], [-0.83, 0.67, -3.63], [0.29, 0.53, 1.36], [-0.98, -0.55, -3.10], [-0.74, -1.93, -1.19], [-1.18, 0.88, -4.78], [-0.26, 1.98, -2.63], [-0.75, 1.43, 0.20], [0.79, 1.34, 2.05], [0.87, -0.11, 0.75], [-0.52, 0.10, 1.92], [-1.10, -1.36, -3.67]], "mulliken_charge": [-0.1785, -0.4703, 0.5611, -0.7187, -0.0202, -0.4599, -0.6653, -0.1364, -0.0346, 0.2404, 0.3506, 0.2277, 0.3041], "total_charge": -1, "homo_energy_ev": [-2.44, -2.65], "homo_lumo_gap_ev": [5.87, 6.08], "lumo_ev": [3.43, 3.43]}

***

{"formula": "C4H4NO2S3", "method": "ωB97M-V/def2-TZVPD", "elements": ["C", "C", "C", "C", "N", "O", "O", "S", "S", "S", "H", "H", "H", "H"], "xyz": [[3.13, -0.36, -0.40], [1.72, -0.54, -0.56], [3.89, 0.67, -0.05], [0.26, 1.97, -0.09], [-2.29, 0.99, 0.80], [-1.73, 3.44, 0.56], [-1.89, 2.03, -1.51], [4.94, 1.84, 0.19], [0.30, 0.34, -0.63], [-1.50, 2.22, -0.09], [3.71, -1.33, -0.22], [1.35, -1.52, -0.54], [-3.19, 1.37, 1.17], [-2.35, 0.24, 0.05]], "mulliken_charge": [0.0283, -0.5109, 0.0730, -0.3844, -0.6145, -0.6359, -0.6349, -0.3988, 0.0730, 1.0443, 0.1809, 0.2195, 0.2636, 0.2968], "total_charge": -1, "homo_energy_ev": [-2.91, -2.89], "homo_lumo_gap_ev": [5.90, 5.86], "lumo_ev": [2.99, 2.97]}

***

{"formula": "C4H4O", "method": "ωB97M-V/def2-TZVPD", "elements": ["C", "C", "C", "C", "O", "H", "H", "H", "H"], "xyz": [[-0.09, 0.33, 1.00], [-1.11, -0.60, 0.51], [0.40, -0.96, 0.50], [-0.21, -0.18, -0.55], [0.23, 1.51, -1.95], [0.13, 1.17, 1.50], [-2.00, -1.15, 0.57], [1.39, -1.56, 0.53], [1.24, 1.44, -2.11]], "mulliken_charge": [-0.3316, -0.2719, -0.1186, -0.3216, -0.5158, 0.4726, 0.4420, 0.3565, 0.2883], "total_charge": 0, "homo_energy_ev": [-8.72, -8.75], "homo_lumo_gap_ev": [8.35, 7.51], "lumo_ev": [-0.37, -1.24]}

***

{"formula": "C4H4O", "method": "ωB97M-V/def2-TZVPD", "elements": ["C", "C", "C", "C", "O", "H", "H", "H", "H"], "xyz": [[1.76, 0.26, 0.99], [1.00, -0.36, 0.31], [-0.25, -0.72, -0.37], [-1.11, 0.55, -0.44], [-0.85, 1.58, 0.12], [2.40, 0.86, 1.60], [-0.14, -1.15, -1.38], [-0.80, -1.47, 0.22], [-2.02, 0.45, -1.05]], "mulliken_charge": [0.0710, -0.4486, -0.4775, 0.0292, -0.4254, 0.3674, 0.3105, 0.2389, 0.3345], "total_charge": 0, "homo_energy_ev": -10.09, "smiles": "C#CCC=O", "homo_lumo_gap_ev": 11.05, "lumo_ev": 0.96}

***

{"formula": "C4H4O2", "method": "ωB97M-V/def2-TZVPD", "elements": ["O", "C", "C", "C", "O", "C", "H", "H", "H", "H"], "xyz": [[-0.36, -1.89, -0.96], [0.00, -0.79, -0.65], [0.79, 0.39, -1.04], [-1.77, 0.28, 1.25], [-0.74, 1.01, 0.94], [0.34, 0.22, 0.42], [0.25, 1.11, -1.68], [1.86, 0.33, -1.24], [-1.45, -0.65, 1.77], [1.08, -0.02, 1.19]], "mulliken_charge": [-0.4726, 0.5117, -0.5667, -0.2485, -0.1552, -0.1336, 0.2624, 0.2547, 0.1781, 0.3697], "total_charge": 0, "homo_energy_ev": -8.63, "homo_lumo_gap_ev": 8.67, "lumo_ev": 0.04}

***

{"formula": "C4H4O2", "method": "ωB97M-V/def2-TZVPD", "elements": ["C", "C", "C", "C", "O", "O", "H", "H", "H", "H"], "xyz": [[0.74, -0.16, 0.62], [0.27, 0.88, -0.27], [2.02, -0.58, 0.53], [-1.61, 0.05, -0.37], [3.07, -0.92, 0.27], [1.10, 1.68, -0.71], [-0.04, -0.79, 1.05], [-1.74, -0.27, 0.73], [-2.28, 0.93, -0.76], [-1.52, -0.82, -1.08]], "mulliken_charge": [-0.5566, 0.4535, 0.6134, -0.8363, -0.2640, -0.5035, 0.2060, 0.2987, 0.2934, 0.2952], "total_charge": 0, "homo_energy_ev": -9.16, "homo_lumo_gap_ev": 9.46, "lumo_ev": 0.30}

***

{"formula": "C4H4O2", "method": "ωB97M-V/def2-TZVPD", "elements": ["C", "C", "C", "O", "C", "O", "H", "H", "H", "H"], "xyz": [[2.64, 0.17, -0.06], [1.53, -0.15, 0.16], [0.15, -0.38, 0.45], [-0.65, -1.33, -0.27], [-1.10, -0.02, -0.41], [-2.18, 0.40, 0.29], [3.67, 0.46, 0.02], [-0.18, -0.26, 1.56], [-1.01, 0.49, -1.41], [-2.87, 0.63, -0.33]], "mulliken_charge": [0.3480, -0.7739, -0.2402, -0.4140, 0.2609, -0.5041, 0.4394, 0.2243, 0.3197, 0.3399], "total_charge": 0, "homo_energy_ev": -9.61, "smiles": "C#C[C@@H]1O[C@H]1O", "homo_lumo_gap_ev": 10.37, "lumo_ev": 0.76}

***

{"formula": "C4H4O2", "method": "ωB97M-V/def2-TZVPD", "elements": ["O", "C", "C", "C", "O", "C", "H", "H", "H", "H"], "xyz": [[0.30, 2.11, -0.14], [0.21, 0.79, 0.12], [0.02, -0.22, -0.83], [-0.32, -1.34, -0.22], [-0.22, -1.22, 1.15], [0.03, 0.09, 1.33], [0.24, 2.02, -1.09], [0.01, -0.20, -2.04], [-0.74, -2.28, -0.66], [0.45, 0.26, 2.39]], "mulliken_charge": [-0.4923, 0.6349, -0.1764, -0.3724, -0.2632, -0.4461, 0.3134, 0.1805, 0.3411, 0.2803], "total_charge": 0, "homo_energy_ev": -8.29, "smiles": "Oc1ccoc1", "homo_lumo_gap_ev": 9.14, "lumo_ev": 0.85}

***

{"formula": "C4H4O2", "method": "ωB97M-V/def2-TZVPD", "elements": ["O", "C", "C", "C", "C", "O", "H", "H", "H", "H"], "xyz": [[-1.36, -0.86, 1.06], [-1.10, 0.32, 0.34], [0.13, 0.26, -0.50], [0.81, 0.20, -1.62], [1.78, 0.03, -0.55], [2.95, -0.15, -0.38], [-1.48, -1.58, 0.43], [-1.05, 1.13, 1.07], [-1.88, 0.56, -0.40], [1.18, 0.08, 0.55]], "mulliken_charge": [-0.4828, -0.4523, 0.8221, -1.0653, 0.4846, -0.4572, 0.3470, 0.3205, 0.2855, 0.1979], "total_charge": 0, "homo_energy_ev": -9.64, "homo_lumo_gap_ev": 9.92, "lumo_ev": 0.28}

***

Across the entries above, relative energy (zero: lowest compared OMol25 entry of this formula, charge and spin) takes the values 187.6, 355.6, 354.5, 552.1, 527.6, 293.3, 462.7, 194.6, 993.0, 375.7, 0.0, 202.0, 443.2, 880.8, 167.2, 522.5, 297.9, 298.7, 147.6, 513.2 kJ/mol, respectively.